C60H97N14O as an isolated structure. Source: the Open Molecules 2025 dataset; level of theory: ωB97M-V with the def2-TZVPD basis set.

```
172
Properties=species:S:1:pos:R:3:mulliken_charge:R:1
C -1.216 2.298 2.079 -1.23
C -1.267 0.787 1.640 -0.10
N 0.020 0.161 1.067 2.35
C 1.252 0.361 1.978 0.90
C -0.122 -1.381 1.048 0.49
C -1.305 -1.871 0.177 -2.54
C 0.277 0.812 -0.329 -0.30
C 1.312 0.138 -1.218 -1.47
O 2.558 0.375 -0.675 1.19
C 3.588 -0.684 -1.005 -0.57
H -2.179 2.670 2.429 -0.13
H -0.908 2.880 1.211 -0.48
H -0.479 2.498 2.857 -0.26
H -1.981 0.710 0.820 0.69
H -1.533 0.257 2.554 0.13
H 2.015 -0.369 1.707 -0.46
H 0.902 0.377 3.010 0.13
H 1.628 1.346 1.702 -0.23
H -0.163 -1.821 2.044 0.30
H 0.776 -1.788 0.581 0.33
H -2.244 -1.536 0.618 -0.58
H -1.491 -2.945 0.213 0.84
H -1.472 -1.613 -0.869 -0.93
H 0.424 1.885 -0.214 -0.55
H -0.652 0.827 -0.898 -1.30
H 1.367 0.675 -2.166 0.03
H 1.142 -0.917 -1.430 1.04
H 4.496 -0.502 -0.429 -0.10
H 3.759 -0.747 -2.079 -1.35
H 3.217 -1.639 -0.633 -0.48
C -6.194 1.442 0.340 -1.06
C -5.624 2.075 1.593 -0.81
C -4.344 1.494 2.066 -1.20
C -3.196 1.467 1.054 1.17
N -2.339 1.518 0.288 0.30
H -6.582 0.463 0.622 0.20
H -5.484 1.323 -0.477 0.24
H -7.052 2.018 -0.009 0.47
H -6.278 2.021 2.463 0.56
H -5.467 3.118 1.320 0.31
H -4.512 0.503 2.488 0.45
H -3.918 2.055 2.898 0.40
C -2.447 -1.285 -4.770 -0.59
C -1.483 -0.140 -4.954 -1.52
C -1.317 0.845 -3.839 0.15
C -0.929 0.282 -2.536 1.41
N -0.713 -0.164 -1.514 0.80
H -2.160 -1.864 -3.892 -1.14
H -2.502 -2.003 -5.587 0.48
H -3.436 -0.874 -4.568 0.57
H -1.680 0.349 -5.909 0.63
H -0.511 -0.618 -5.074 0.38
H -2.233 1.432 -3.785 0.57
H -0.519 1.569 -4.008 0.56
C -1.681 2.078 -1.697 -0.05
C -2.487 3.239 -1.163 -1.55
C -1.981 4.014 0.065 1.33
C -2.796 5.243 0.420 0.18
N -3.393 6.192 0.771 -0.67
H -2.198 1.752 -2.599 -0.40
H -1.610 1.336 -0.901 -0.17
H -0.664 2.310 -2.015 0.76
H -3.427 2.773 -0.866 0.00
H -2.709 4.012 -1.899 0.76
H -0.916 4.244 0.032 -0.53
H -2.034 3.451 0.996 -0.13
C 3.854 2.072 -0.184 -0.03
C 4.286 2.278 1.303 -1.97
C 3.636 1.204 2.245 0.91
C 3.630 1.643 3.672 -0.33
N 3.568 1.961 4.816 -0.82
H 4.365 1.313 -0.776 -1.42
H 3.973 2.971 -0.789 0.58
H 2.775 1.988 -0.315 0.82
H 3.953 3.231 1.713 0.88
H 5.371 2.226 1.391 0.35
H 4.193 0.271 2.164 0.17
H 2.602 1.078 1.924 0.07
C -3.333 -1.434 -1.787 -1.44
C -2.273 -2.476 -1.871 0.80
C -2.490 -3.501 -3.025 -0.49
C -3.452 -4.561 -2.657 0.24
N -4.179 -5.410 -2.348 -0.65
H -3.026 -0.560 -1.212 -0.29
H -4.259 -1.988 -1.630 0.15
H -3.460 -0.947 -2.754 0.29
H -2.036 -2.973 -0.931 1.40
H -1.329 -1.979 -2.094 -0.56
H -1.520 -3.963 -3.209 0.44
H -2.902 -2.964 -3.879 0.19
C 1.779 6.331 -0.899 -1.26
C 2.210 5.553 0.369 -0.62
C 2.321 4.007 0.152 -0.01
C 1.093 3.329 0.016 0.97
N 0.099 2.736 -0.216 -0.21
H 0.794 6.030 -1.256 0.30
H 2.597 6.293 -1.619 0.31
H 1.714 7.353 -0.523 0.45
H 1.336 5.648 1.014 0.29
H 3.103 6.030 0.773 0.50
H 2.707 3.595 1.084 -0.88
H 2.954 3.631 -0.651 0.66
N 3.750 -1.830 2.068 0.03
C 4.124 -0.856 2.984 -0.86
C 3.022 -0.633 3.842 -0.17
C 1.963 -1.455 3.472 1.24
C 2.462 -2.148 2.346 -0.71
H 4.245 -2.114 1.235 0.44
H 5.107 -0.416 2.903 0.56
H 2.991 0.049 4.678 0.50
H 0.953 -1.454 3.856 -2.18
H 1.980 -2.840 1.671 0.13
N -0.489 -2.331 3.834 0.33
C -1.273 -1.222 3.632 -0.26
C -2.129 -1.452 2.521 0.25
C -1.718 -2.666 1.990 -0.82
C -0.725 -3.211 2.834 -0.69
H 0.101 -2.448 4.645 0.64
H -1.064 -0.412 4.314 0.15
H -2.873 -0.734 2.210 -0.01
H -2.210 -3.113 1.139 0.96
H -0.246 -4.179 2.848 0.45
N 1.779 -2.823 -1.872 -0.46
C 2.663 -3.420 -1.089 -0.66
C 2.024 -3.969 0.001 -1.30
C 0.661 -3.598 -0.101 0.40
C 0.530 -2.931 -1.337 1.12
H 1.956 -2.363 -2.754 -1.47
H 3.684 -3.421 -1.441 0.55
H 2.481 -4.483 0.834 0.50
H -0.118 -3.864 0.598 0.20
H -0.355 -2.527 -1.806 0.13
N 5.095 0.913 -3.500 0.01
C 4.436 0.786 -2.270 0.01
C 5.268 0.187 -1.349 1.27
C 6.437 -0.042 -2.004 -1.49
C 6.374 0.336 -3.350 -1.32
H 4.751 1.334 -4.351 0.28
H 3.481 1.282 -2.182 0.12
H 5.089 -0.116 -0.328 0.65
H 7.340 -0.490 -1.617 0.49
H 7.040 0.278 -4.198 0.41
N 1.379 0.766 4.452 0.03
C 0.491 1.765 4.125 -0.41
C -0.695 1.406 4.736 -1.45
C -0.568 0.214 5.399 -0.21
C 0.742 -0.237 5.161 -0.87
H 2.382 0.768 4.331 -0.43
H 0.819 2.680 3.654 1.14
H -1.543 2.073 4.795 0.61
H -1.278 -0.264 6.058 0.61
H 1.264 -1.023 5.687 0.76
N -4.668 -4.519 0.616 0.16
C -3.580 -3.729 0.768 -1.34
C -3.892 -2.403 0.495 1.29
C -5.288 -2.446 0.219 -0.36
C -5.734 -3.747 0.258 -1.28
H -4.670 -5.527 0.686 0.28
H -2.654 -4.141 1.140 0.08
H -3.205 -1.569 0.529 0.88
H -5.936 -1.610 0.003 0.60
H -6.646 -4.300 0.087 0.40
N 1.067 -2.820 -4.141 0.12
C 2.417 -2.594 -3.878 -1.55
C 2.512 -1.287 -3.505 -0.04
C 1.239 -0.741 -3.376 1.86
C 0.351 -1.742 -3.793 0.08
H 0.715 -3.662 -4.574 0.43
H 3.115 -3.414 -3.956 0.49
H 3.468 -0.827 -3.305 0.85
H 0.970 0.195 -2.907 0.58
H -0.727 -1.798 -3.825 0.22
```

Summary:
Relative energy (zero: lowest compared OMol25 entry of this formula, charge and spin): 2377.2 kJ/mol
Total charge: +1
2S+1: 1
DFT total energy: -86605.887 eV
Highest occupied orbital energy: -9.18 eV
LUMO: -0.0730 Ha
Orbital gap: 7.19 eV